No. 1
Density functional theory data (the ωB97M-V functional and the def2-TZVPD basis) for a structure of composition C28H31Br72NO2.

Computed properties:
Lowest unoccupied orbital energy (Ha): -0.0231
Frontier orbital gap (eV): 8.9

Structure (ORCA input):
```
! wB97M-V def2-TZVPD RIJCOSX def2/J DEFGRID3
* xyz 0 1
C 1.7188 4.0698 1.2915
C 0.6333 4.4132 1.9871
C -0.3329 5.3949 1.3635
N -1.5944 5.5440 2.1398
C -2.5037 4.5835 1.6429
O -3.2962 4.8065 0.7526
O -2.3995 3.3772 2.2369
H 1.8830 4.5083 0.3157
H 2.4544 3.3961 1.7196
H 0.4774 4.0037 2.9709
H 0.1653 6.3522 1.2498
H -0.5718 5.0165 0.3663
H -2.0042 6.4233 1.8397
H -2.7263 2.7592 1.5613
C 5.1163 0.5725 1.6491
Br 6.7240 0.2409 2.6596
Br 4.1343 2.0660 2.3757
Br 5.4807 0.8210 -0.2247
H 4.4950 -0.3071 1.7363
C -5.9597 2.4181 2.3948
Br -7.2582 3.4920 1.4588
Br -6.6989 1.6618 4.0013
Br -5.1958 1.0656 1.2524
H -5.1546 3.0791 2.6845
C -10.8607 3.0511 2.7460
Br -10.6149 2.9227 4.6526
Br -12.0442 1.6823 2.0899
Br -11.4461 4.8134 2.2332
H -9.8952 2.8865 2.2911
C -4.0163 9.1435 1.6598
Br -4.8804 7.6827 2.5674
Br -2.8311 10.0963 2.8420
Br -3.1067 8.5645 0.0603
H -4.7850 9.8356 1.3502
C 0.9177 -0.2318 -1.0235
Br 1.0957 -0.0485 -2.9288
Br 0.9302 1.4719 -0.1221
Br -0.6382 -1.2679 -0.5521
H 1.7811 -0.7838 -0.6795
C 3.0480 -3.9403 -4.4440
Br 3.1938 -3.3991 -6.2857
Br 3.7156 -2.5815 -3.2545
Br 1.2461 -4.4471 -3.9903
H 3.6692 -4.8139 -4.3151
C 7.2667 -6.4505 -5.9091
Br 7.5481 -5.5690 -7.5961
Br 7.5710 -5.2664 -4.4212
Br 5.5214 -7.2611 -5.8090
H 7.9958 -7.2449 -5.8374
C -12.2664 -2.6494 1.5987
Br -13.6673 -1.4318 1.0875
Br -12.8910 -4.4630 1.6976
Br -10.7284 -2.4908 0.4489
H -11.9503 -2.3701 2.5948
C 5.4823 -9.1677 -9.2441
Br 4.2225 -7.7689 -9.6588
Br 4.8133 -10.8938 -9.7704
Br 7.2168 -8.8121 -10.0000
H 5.5988 -9.1816 -8.1701
C -11.4219 2.3719 -2.0751
Br -10.0610 2.7030 -0.7542
Br -13.1674 2.9021 -1.4613
Br -10.9827 3.2026 -3.7579
H -11.4509 1.3053 -2.2428
C 11.4232 -5.1737 -3.6992
Br 11.3729 -6.0568 -5.4115
Br 10.9595 -6.3796 -2.2748
Br 13.1207 -4.3206 -3.3841
H 10.6725 -4.3965 -3.7199
C 10.2794 0.2255 0.6628
Br 10.3096 -0.3023 2.5220
Br 9.2256 -0.9751 -0.4075
Br 9.6916 2.0473 0.4758
H 11.2963 0.1674 0.3030
C -11.4860 -4.3550 5.7904
Br -12.9361 -3.1630 5.3633
Br -12.0781 -6.1838 5.8885
Br -10.0259 -4.1442 4.5496
H -11.1208 -4.0805 6.7686
C 13.0136 2.1033 3.3909
Br 14.6666 1.7296 4.3040
Br 11.9647 3.4222 4.3219
Br 13.3159 2.6082 1.5538
H 12.4392 1.1888 3.3767
C 1.1478 -9.9693 -11.6872
Br 0.1684 -8.6072 -12.6325
Br 0.0109 -10.9697 -10.4976
Br 2.1040 -11.1252 -12.8939
H 1.8861 -9.4678 -11.0769
C -10.5972 -6.9477 -0.8839
Br -11.7661 -8.3952 -1.3814
Br -9.8467 -7.2119 0.8683
Br -9.2289 -6.6494 -2.2059
H -11.1994 -6.0511 -0.8387
C -9.8037 2.3981 -7.4736
Br -9.4001 0.5765 -7.9494
Br -8.2134 3.4833 -7.4059
Br -11.1351 3.1602 -8.6377
H -10.2223 2.3804 -6.4782
C -8.1561 2.3890 7.9580
Br -8.1580 2.2465 9.8751
Br -6.9798 3.7846 7.3460
Br -7.7714 0.6992 7.1102
H -9.1593 2.6635 7.6594
C 10.9635 6.0706 1.3015
Br 9.9724 6.3327 2.9314
Br 9.7884 5.7426 -0.1875
Br 12.1753 7.5242 0.9566
H 11.5617 5.1785 1.4357
C -11.8473 4.7627 8.9656
Br -11.8916 4.6276 10.8844
Br -10.6217 6.1201 8.3679
Br -11.4557 3.0610 8.1486
H -12.8353 5.0511 8.6391
C 7.4661 -4.7436 0.6546
Br 7.7876 -4.3051 -1.1959
Br 7.2268 -3.1558 1.7147
Br 6.0026 -5.9777 0.8550
H 8.3548 -5.2398 1.0164
C 3.1350 7.1154 4.8859
Br 2.6070 6.1236 3.3053
Br 4.5374 8.3889 4.5109
Br 1.6137 7.9530 5.7196
H 3.5342 6.4030 5.5929
C 12.4294 -10.1994 -2.0060
Br 11.4625 -9.8111 -0.3839
Br 11.2364 -10.4527 -3.4972
Br 13.7487 -8.8510 -2.3794
H 12.9532 -11.1306 -1.8521
C 6.8251 7.7877 1.1180
Br 7.0113 8.3151 -0.7253
Br 6.5572 9.3091 2.2677
Br 5.4449 6.4650 1.3532
H 7.7583 7.3277 1.4113
*
```

Löwdin atomic charge list, values in e, 4 entries: -0.236 -0.274 -0.189 0.070

=====

No. 2
Density functional theory data (the ωB97M-V functional and the def2-TZVPD basis) for a structure of composition C28H31BrCl3N2O3RhSb.

Computed properties:
ΔE to the lowest compared entry with this formula, charge and spin (eV): 1.296
Lowest unoccupied orbital energy (Ha): -0.1463
Frontier orbital gap (eV): 6.7

Structure (ORCA input):
```
! wB97M-V def2-TZVPD RIJCOSX def2/J DEFGRID3
* xyz 1 1
Rh -0.5254 1.1619 0.1356
O -2.7036 1.4170 3.8260
C -3.9824 1.4368 3.3567
C -5.0535 1.7779 4.1716
C -6.3431 1.7872 3.6636
C -6.5797 1.4549 2.3387
C -5.5066 1.1150 1.5311
C -4.2052 1.0998 2.0187
C -3.0801 0.7515 1.0852
O -2.1740 1.7848 0.9668
N -2.3207 -0.4027 1.5855
N -0.9953 -0.3604 1.3652
C -0.2132 -1.2175 1.9048
C 1.2315 -1.0122 2.0255
Br 1.7049 0.8161 2.2763
C 2.0834 -2.0388 2.1100
C 3.5240 -2.1662 2.3205
C 4.1010 -3.3668 1.8894
C 5.4605 -3.5898 2.0136
C 6.2664 -2.6237 2.5987
C 5.7032 -1.4428 3.0618
C 4.3456 -1.2081 2.9231
H -2.7064 1.6908 4.7496
H -4.8731 2.0404 5.2081
H -7.1659 2.0575 4.3120
H -7.5843 1.4616 1.9403
H -5.6737 0.8576 0.4913
H -3.5261 0.4819 0.1151
H -2.7605 -1.3121 1.6362
H -0.6481 -2.0592 2.4373
H 1.5947 -2.9964 1.9353
H 3.4717 -4.1297 1.4465
H 5.8879 -4.5206 1.6668
H 7.3285 -2.7963 2.7080
H 6.3254 -0.6981 3.5395
H 3.9340 -0.2906 3.3108
Cl -4.6829 3.4924 -4.9183
C -3.7499 2.5476 -3.8157
C -2.7169 3.1424 -3.1097
C -2.0008 2.3424 -2.2467
Cl -0.6748 3.0376 -1.3209
C -2.2424 0.9927 -2.0320
O -1.5067 0.2303 -1.2269
C -3.3082 0.4435 -2.7565
Cl -3.6806 -1.2267 -2.5217
C -4.0478 1.2030 -3.6430
H -2.4876 4.1914 -3.2272
H -4.8597 0.7476 -4.1916
C 1.2636 1.7221 -4.1194
C 0.8266 0.3992 -3.5047
Sb 1.3871 0.0734 -1.4687
C 1.3398 -2.0640 -1.5494
C 2.6004 -2.6793 -2.1431
C 3.4585 0.5592 -1.6571
C 4.3101 0.4431 -0.4028
H 0.9150 1.7942 -5.1504
H 2.3487 1.8206 -4.1393
H 0.8608 2.5793 -3.5775
H 1.2654 -0.4445 -4.0421
H -0.2564 0.2783 -3.5479
H 0.4593 -2.2867 -2.1571
H 1.1479 -2.4449 -0.5502
H 2.8184 -2.2904 -3.1394
H 2.4852 -3.7602 -2.2394
H 3.4730 -2.4982 -1.5131
H 3.4924 1.5679 -2.0697
H 3.8072 -0.1180 -2.4402
H 3.9806 1.1339 0.3725
H 5.3516 0.6737 -0.6322
H 4.2813 -0.5637 0.0163
*
```

natural (NBO) atomic charge list, values in e, 4 entries: 0.949 -0.677 0.405 -0.314

=====

Calculated values (eV/A) of max |F| for the records, taken in order: 1.160, 0.822.